Record 1
{"formula": "C27H27F10N2O3PSScTe2", "method": "wB97M-V/def2-TZVPD", "total_charge": 1, "e_homo_ev": -11.51, "lumo_ha": -0.13849, "e_above_lowest_kj_mol": 0.00, "homo_lumo_gap_ev": 7.74, "total_energy_ha": -4415.30345, "symbols": ["Sc", "C", "C", "C", "C", "C", "O", "C", "N", "C", "C", "C", "C", "C", "C", "P", "C", "C", "C", "C", "C", "C", "C", "C", "C", "C", "C", "C", "H", "H", "H", "H", "H", "H", "H", "H", "H", "H", "H", "H", "H", "H", "H", "H", "H", "H", "H", "H", "H", "H", "H", "H", "S", "C", "C", "N", "C", "H", "H", "H", "F", "Te", "F", "F", "F", "F", "O", "F", "Te", "F", "F", "F", "F", "O"], "coordinates": [[0.802338, -1.036095, 0.868765], [-3.561081, -3.860164, -1.306127], [-2.712332, -2.969426, -0.396459], [-2.021552, -3.837329, 0.648646], [-1.681132, -2.148070, -1.196144], [-2.266354, -1.392106, -2.370580], [-2.724840, -0.175180, -1.735970], [-1.929037, 0.004664, -0.686246], [-1.167931, -0.996350, -0.361271], [-2.139851, 1.322908, -0.043101], [-3.461973, 1.710340, 0.153810], [-3.747277, 2.951642, 0.698552], [-2.714838, 3.824176, 1.005422], [-1.396561, 3.448833, 0.787326], [-1.096958, 2.192417, 0.278019], [0.592764, 1.607100, -0.038163], [1.706278, 2.804139, 0.735528], [1.599951, 3.044055, 2.109497], [2.493757, 3.891843, 2.737001], [3.512617, 4.497014, 2.006822], [3.634045, 4.246194, 0.651539], [2.734438, 3.399641, 0.014449], [0.729876, 1.854245, -1.834968], [0.463665, 3.095215, -2.414511], [0.496072, 3.243843, -3.790389], [0.784786, 2.153914, -4.603230], [1.044921, 0.915886, -4.037494], [1.017614, 0.768588, -2.656945], [-4.127732, -4.564858, -0.698276], [-2.931414, -4.446890, -1.981351], [-4.281254, -3.303234, -1.903368], [-3.366615, -2.259098, 0.119812], [-1.425031, -4.612180, 0.158146], [-2.762049, -4.336542, 1.273475], [-1.372734, -3.256878, 1.299721], [-0.859694, -2.792882, -1.500482], [-3.106302, -1.860606, -2.866388], [-1.509207, -1.101965, -3.102883], [-4.264576, 1.036961, -0.115096], [-4.775410, 3.239768, 0.868696], [-2.932436, 4.802992, 1.411466], [-0.596117, 4.136883, 1.024058], [0.820045, 2.564138, 2.687728], [2.403475, 4.077360, 3.798852], [4.210226, 5.157905, 2.503696], [4.428652, 4.703253, 0.076939], [2.851011, 3.207601, -1.044225], [0.226332, 3.946270, -1.786920], [0.291330, 4.209865, -4.232210], [0.808314, 2.273385, -5.678252], [1.277367, 0.068541, -4.669734], [1.242144, -0.193698, -2.214612], [2.159189, -4.928859, -1.463482], [1.538719, -5.355392, 0.070217], [1.078390, -4.254394, 0.707176], [1.173160, -3.093144, -0.027594], [1.714931, -3.320758, -1.200495], [1.565060, -6.368977, 0.432749], [0.653115, -4.218763, 1.697702], [1.914303, -2.543024, -1.922165], [3.054192, -2.219944, 1.747778], [3.846036, -0.664287, 1.034334], [4.629836, 0.926846, 0.552994], [4.723634, -0.455122, 2.625400], [2.315282, 0.095387, 2.051576], [5.175854, -1.705467, 0.333481], [2.626443, -0.665462, -0.293242], [-2.599763, -1.206385, 2.597953], [-1.046402, -0.993938, 3.584974], [0.380502, -0.582828, 4.676409], [-2.013177, 0.193453, 4.596671], [-0.566809, 0.470095, 2.454673], [-1.538304, -2.395375, 4.658038], [-0.023897, -1.971718, 2.432303]], "forces_ev_per_a": [[-0.5, 0.7, -0.7], [0.0, 0.0, 0.0], [0.0, 0.0, 0.0], [-0.1, 0.0, 0.0], [0.0, 0.0, 0.1], [0.0, 0.0, 0.0], [0.0, 0.0, 0.0], [-0.1, 0.0, 0.0], [0.2, 0.0, 0.0], [0.0, 0.0, 0.0], [0.0, 0.0, 0.0], [0.0, 0.0, 0.0], [0.0, 0.0, 0.0], [0.0, 0.0, 0.0], [0.0, 0.0, 0.0], [0.0, -0.1, -0.1], [0.0, 0.0, 0.0], [0.0, 0.0, -0.1], [0.0, 0.0, 0.0], [0.0, 0.0, 0.1], [0.0, 0.0, -0.1], [0.1, 0.1, 0.0], [0.0, -0.1, 0.0], [0.0, 0.0, 0.0], [0.0, 0.0, 0.0], [0.0, 0.0, 0.0], [0.0, 0.0, 0.0], [0.0, 0.0, 0.0], [0.0, 0.0, 0.0], [0.0, 0.0, 0.0], [0.0, 0.0, 0.0], [0.0, 0.0, 0.0], [-0.1, 0.0, 0.0], [0.0, 0.0, 0.0], [-0.1, -0.1, -0.1], [0.0, 0.0, 0.0], [0.0, 0.0, 0.0], [0.0, 0.0, 0.0], [0.0, 0.0, 0.0], [0.0, 0.0, 0.0], [0.0, 0.0, 0.0], [0.0, 0.0, 0.0], [0.0, 0.0, 0.0], [0.0, 0.0, 0.0], [0.0, 0.0, 0.0], [0.0, 0.0, 0.0], [0.0, 0.0, 0.0], [0.0, 0.0, 0.0], [0.0, 0.0, 0.0], [0.0, 0.0, 0.0], [0.0, 0.0, 0.0], [0.0, 0.0, 0.0], [-0.2, 0.0, -0.1], [0.2, 0.0, 0.1], [0.0, 0.0, 0.0], [-0.1, -0.1, 0.0], [0.2, 0.0, 0.1], [0.0, 0.0, 0.0], [0.0, 0.0, 0.0], [0.0, 0.0, 0.0], [0.2, -0.1, 0.1], [-0.4, 0.4, 0.7], [0.0, 0.0, 0.0], [0.1, -0.2, 0.0], [0.3, -0.1, 0.0], [0.2, 0.1, -0.1], [-0.1, -0.3, -0.1], [0.0, 0.0, -0.1], [0.1, 0.1, 0.0], [0.0, 0.0, 0.0], [0.0, 0.0, 0.0], [0.0, -0.1, 0.1], [0.0, 0.0, 0.0], [0.2, -0.1, 0.2]]}

***

Record 2
{"formula": "C27H27F2N2S", "method": "wB97M-V/def2-TZVPD", "total_charge": 1, "e_homo_ev": -11.55, "lumo_ha": -0.09644, "e_above_lowest_kj_mol": 0.00, "homo_lumo_gap_ev": 8.93, "total_energy_ha": -1752.21548, "symbols": ["F", "C", "C", "C", "C", "C", "C", "C", "C", "C", "C", "C", "F", "C", "C", "H", "H", "H", "H", "H", "H", "H", "H", "H", "C", "C", "C", "C", "C", "C", "C", "N", "C", "C", "C", "C", "C", "C", "S", "C", "N", "H", "H", "H", "H", "H", "H", "H", "H", "H", "H", "H", "H", "H", "H", "H", "H", "H", "H"], "coordinates": [[4.802946, -2.754246, 0.851065], [4.261771, -1.496999, 0.968253], [4.969607, -0.574970, 1.738688], [4.479324, 0.731997, 1.720755], [3.360233, 1.059749, 0.943537], [2.501208, 0.079138, 0.375776], [1.118865, 0.551987, -0.238084], [1.323236, 0.407456, -1.804550], [1.268255, 1.566639, -2.627907], [1.352962, 1.490968, -4.016181], [1.659813, 0.279799, -4.651968], [1.859042, -0.819326, -3.824668], [2.004882, -2.054330, -4.423431], [1.808220, -0.750669, -2.436035], [3.073212, -1.207767, 0.287650], [5.812600, -0.877141, 2.370773], [5.027005, 1.503436, 2.266696], [3.155811, 2.111215, 0.777787], [1.124819, 1.643055, -0.127261], [1.212771, 2.552365, -2.166844], [1.217239, 2.385050, -4.628953], [1.653509, 0.167727, -5.747040], [2.116211, -1.642294, -1.915760], [2.697881, -1.963056, -0.382990], [-0.945784, 1.575369, 4.016075], [-0.196635, 1.359277, 2.685206], [-0.243796, 2.667602, 1.894216], [1.185530, 0.875370, 3.071356], [-0.767511, 0.227004, 1.818038], [-2.250458, 0.400616, 1.867861], [-2.968311, -0.715480, 1.211145], [-2.402790, -0.869055, -0.114933], [-3.195091, -1.416921, -1.142315], [-2.540695, -1.367686, -2.370183], [-3.083483, -1.935716, -3.516776], [-4.322434, -2.569679, -3.385070], [-5.009488, -2.620594, -2.161351], [-4.445074, -2.014569, -1.017114], [-1.014488, -0.579715, -2.232320], [-1.171252, -0.448737, -0.500001], [-0.193073, 0.095206, 0.305722], [-1.061423, 0.636368, 4.581411], [-0.361289, 2.268260, 4.643526], [-1.938248, 2.029655, 3.879351], [-0.008684, 2.507780, 0.838798], [-1.254222, 3.094849, 1.944645], [0.465674, 3.396537, 2.295756], [1.631562, 0.417133, 2.192316], [1.832854, 1.699278, 3.417243], [1.106556, 0.063024, 3.817005], [-0.521888, -0.748176, 2.303001], [-2.542918, 0.402689, 2.926247], [-2.537460, 1.370459, 1.441491], [-2.857827, -1.661567, 1.748733], [-4.009478, -0.444787, 1.101259], [-2.524920, -1.872390, -4.454369], [-4.766969, -3.038042, -4.256762], [-5.971363, -3.135444, -2.091172], [-4.976548, -2.037697, -0.067340]], "forces_ev_per_a": [[-0.7, 1.0, 0.0], [0.6, -0.3, -0.1], [-0.9, -0.1, 0.2], [0.2, -0.2, -0.8], [-0.3, -0.3, 0.0], [1.0, 0.2, 0.0], [2.1, 0.4, -1.6], [1.2, 0.7, -0.1], [-0.3, -0.3, 0.6], [0.5, -0.2, -0.2], [-0.8, -0.1, 0.2], [-0.1, -0.4, -0.5], [0.3, 1.2, 0.8], [-0.2, -0.1, -0.4], [0.1, 0.2, 0.5], [-0.3, 0.1, -0.5], [-0.2, -0.1, -0.3], [-0.4, 0.0, 0.4], [0.1, -0.4, 0.2], [-0.5, -0.2, 0.0], [0.1, -0.2, 0.3], [0.1, 0.1, 0.7], [-0.6, 0.0, -0.1], [-0.3, -0.3, 0.7], [-0.3, 0.1, 0.1], [0.7, 0.0, 0.1], [0.0, 0.2, -0.1], [0.6, 0.0, -0.1], [0.8, -0.6, 0.2], [-0.5, 0.2, 0.0], [0.1, -0.2, -0.2], [0.4, 0.1, -0.4], [0.2, -0.2, -0.4], [-0.6, -0.2, 0.2], [-0.2, 0.0, 0.3], [0.0, 0.0, -0.1], [0.7, 0.6, 0.4], [-0.4, -0.4, -0.4], [-0.3, -0.3, -0.1], [0.7, 0.7, 0.0], [-2.7, -1.1, 0.8], [0.1, 0.3, -0.2], [-0.1, -0.3, -0.3], [0.3, -0.1, 0.1], [-0.1, 0.3, 0.3], [0.3, 0.0, 0.0], [-0.1, 0.0, 0.0], [0.1, 0.2, 0.7], [-0.2, -0.5, 0.0], [0.1, 0.5, -0.1], [0.0, 0.6, -0.5], [0.1, 0.0, -0.5], [-0.1, -0.2, 0.0], [-0.2, 0.1, 0.1], [-0.3, -0.3, -0.1], [-0.4, -0.2, 0.2], [0.0, 0.0, 0.1], [0.4, 0.3, 0.0], [0.2, -0.1, -0.2]]}

***

Record 3
{"formula": "C27H27FeN3O2S2Si", "method": "wB97M-V/def2-TZVPD", "e_homo_ev": [-6.73, -6.74], "lumo_ha": [0.00543, 0.00279], "e_above_lowest_kj_mol": 47.77, "homo_lumo_gap_ev": [6.88, 6.82], "spin_multiplicity": 5, "total_energy_ha": -3709.43441, "symbols": ["Fe", "C", "Si", "C", "C", "N", "C", "C", "C", "C", "C", "C", "O", "C", "C", "C", "C", "C", "C", "H", "H", "H", "H", "H", "H", "H", "H", "H", "H", "H", "H", "H", "H", "H", "H", "H", "H", "O", "N", "C", "C", "C", "C", "C", "S", "H", "H", "H", "H", "S", "C", "N", "C", "C", "C", "C", "C", "C", "H", "H", "H", "H", "H"], "coordinates": [[-0.292994, 0.286376, -1.344130], [4.532506, 0.516776, -2.439730], [2.627806, 0.424076, -2.299430], [1.932606, 1.851076, -3.360130], [1.936806, -1.178124, -3.110430], [1.842806, 0.500376, -0.784830], [2.217506, 0.575876, 0.496370], [3.540706, 0.505376, 0.972670], [3.809806, 0.462276, 2.324070], [2.785806, 0.511976, 3.256870], [1.466006, 0.597776, 2.831170], [1.186306, 0.632176, 1.481670], [-0.096394, 0.583476, 0.936170], [-1.207794, 0.608576, 1.742270], [-2.136794, -0.410924, 1.564770], [-3.288494, -0.431024, 2.325970], [-3.524894, 0.568576, 3.256170], [-2.611894, 1.599276, 3.404670], [-1.451694, 1.629176, 2.651770], [4.833306, 0.574876, -3.481430], [5.032806, -0.341324, -2.002530], [4.903906, 1.411676, -1.949330], [2.357106, 1.850676, -4.358030], [2.131806, 2.818276, -2.912130], [0.850606, 1.756676, -3.456630], [2.303206, -1.331624, -4.119230], [0.845706, -1.097424, -3.165930], [2.174506, -2.066024, -2.534330], [4.337806, 0.460376, 0.248870], [4.833306, 0.363976, 2.658070], [3.005906, 0.470376, 4.311970], [0.671706, 0.602776, 3.563270], [-1.935794, -1.157224, 0.810970], [-3.999294, -1.232724, 2.196570], [-4.421394, 0.547376, 3.858270], [-2.804094, 2.393576, 4.108570], [-0.741894, 2.436276, 2.746070], [-2.537294, 0.605676, -1.484930], [-3.129994, 1.745576, -1.232230], [-4.452194, 1.757076, -0.997530], [-5.134694, 2.913076, -0.720030], [-4.436894, 4.123476, -0.689730], [-3.088794, 4.109776, -0.936130], [-2.407694, 2.910076, -1.200630], [-0.735794, 2.866276, -1.466630], [-4.931994, 0.791976, -1.042430], [-6.193494, 2.868676, -0.529630], [-4.955294, 5.045376, -0.475830], [-2.500994, 5.013476, -0.925530], [-1.185994, -4.493224, -1.735430], [-1.225294, -2.760724, -1.801030], [-0.459294, -2.133024, -0.978130], [0.251306, -3.003624, -0.193030], [1.169706, -2.673924, 0.800770], [1.789906, -3.684124, 1.501770], [1.513506, -5.024024, 1.235970], [0.602806, -5.377924, 0.260370], [-0.018094, -4.364924, -0.452130], [-1.864994, -2.256724, -2.499030], [1.390206, -1.642124, 1.003870], [2.502106, -3.428824, 2.271970], [2.017906, -5.790824, 1.803370], [0.374406, -6.410224, 0.052970]], "forces_ev_per_a": [[0.1, 1.2, 1.5], [-0.7, -0.2, 0.3], [0.0, 0.2, -0.7], [0.3, -0.7, 0.3], [0.4, 0.7, 0.3], [-1.2, -0.4, -1.8], [-0.4, 0.0, 0.9], [-0.4, 0.1, -0.2], [0.0, 0.0, 0.3], [0.2, 0.0, 0.0], [-0.2, -0.1, -0.1], [0.8, 0.0, -0.1], [0.0, 0.0, -0.2], [-0.6, -0.1, 0.3], [0.4, 0.2, -0.1], [-0.1, 0.0, 0.1], [-0.1, 0.0, 0.0], [0.0, 0.0, 0.0], [0.2, 0.0, -0.3], [-0.1, 0.0, -0.2], [0.1, -0.2, 0.1], [0.0, 0.2, 0.1], [0.1, 0.0, -0.3], [0.0, 0.2, 0.2], [0.0, 0.1, -0.1], [0.0, 0.1, -0.3], [-0.1, -0.1, -0.1], [0.0, -0.2, 0.2], [0.1, -0.1, -0.1], [0.1, 0.1, 0.0], [0.0, 0.0, 0.1], [0.0, 0.0, 0.0], [0.0, -0.1, 0.0], [-0.1, -0.1, 0.0], [-0.1, 0.0, 0.0], [0.0, 0.1, 0.1], [0.1, 0.1, 0.0], [1.0, -1.2, -0.1], [0.3, 0.9, 0.1], [-0.6, -0.1, 0.1], [0.1, -0.1, 0.0], [0.1, -0.2, -0.1], [-0.3, 0.0, 0.1], [0.2, -0.2, 0.0], [0.5, -0.6, -0.1], [0.1, -0.1, 0.0], [-0.1, -0.1, 0.0], [0.0, 0.1, 0.0], [0.1, 0.0, 0.0], [0.1, 0.5, 0.2], [-0.1, -0.6, 0.0], [-0.4, 1.2, -0.7], [0.4, -1.0, 0.4], [0.0, 0.1, -0.1], [0.0, 0.1, 0.0], [-0.1, -0.1, -0.1], [0.1, -0.1, 0.1], [-0.1, 0.5, -0.2], [-0.2, 0.1, -0.2], [0.1, 0.2, 0.1], [0.1, 0.0, 0.0], [0.0, -0.1, 0.0], [0.0, -0.2, 0.0]]}